[1]
Entry from OMol25: a cluster of 2 separate species, CH6O2 in total (ωB97M-V/def2-TZVPD).

Last column: Löwdin charge in e.
Cartesian coordinates (Å):
1 C 1.814 -1.042 -1.206  -0.22
2 O 2.377 -2.287 -1.373  -0.12
3 H 1.821 -0.530 -2.183  0.08
4 H 2.243 -0.364 -0.450  0.08
5 H 0.768 -1.260 -0.931  0.08
6 H 2.352 -2.682 -0.476  0.09
7 O -3.599 2.641 1.863  -0.09
8 H -4.432 2.236 2.196  0.05
9 H -3.343 3.288 2.560  0.05

Properties
LUMO ... 0.0362 Eh
Charge ... 0
F_max ... 2.37 eV/Å
Relative energy (zero: lowest compared OMol25 entry of this formula, charge and spin) ... 0.3969 eV
Frontier orbital gap ... 11.20 eV
Electronic energy ... -5228.49377 eV

---

[2]
Entry from OMol25: a structure of composition CH6O2 (ωB97M-V/def2-TZVPD).

Last column: Löwdin charge in e.
Cartesian coordinates (Å):
1 C 1.031 -0.493 1.156  -0.16
2 H 0.204 0.285 -0.678  0.11
3 H 2.104 -0.235 1.552  0.08
4 H 0.187 0.145 1.506  0.05
5 H 0.822 -1.729 1.299  0.12
6 H -1.779 1.536 -0.927  0.14
7 H -1.999 0.362 -2.378  0.22
8 O 1.080 -0.323 -0.344  -0.28
9 O -1.652 0.451 -1.186  -0.28

Properties
LUMO ... -0.0019 Eh
Charge ... 0
F_max ... 6.12 eV/Å
Relative energy (zero: lowest compared OMol25 entry of this formula, charge and spin) ... 2.8304 eV
Frontier orbital gap ... 9.40 eV
Electronic energy ... -5226.06030 eV

---

[3]
Entry from OMol25: the molecule CH6O2Si (ωB97M-V/def2-TZVPD).

Last column: Löwdin charge in e.
Cartesian coordinates (Å):
1 C -0.571 0.373 1.039  -0.20
2 Si 0.466 -0.028 -0.511  0.34
3 O -0.009 -1.214 -1.562  -0.14
4 O 0.592 1.212 -1.585  -0.20
5 H -0.079 1.280 1.612  0.07
6 H -1.601 0.756 0.670  0.06
7 H -0.597 -0.530 1.664  0.01
8 H 1.873 -0.437 -0.168  0.00
9 H 0.368 -2.021 -1.474  -0.02
10 H 1.071 1.035 -2.440  0.08

Properties
LUMO ... 0.0264 Eh
Charge ... 0
F_max ... 4.30 eV/Å
Relative energy (zero: lowest compared OMol25 entry of this formula, charge and spin) ... 0.0000 eV
Frontier orbital gap ... 11.21 eV
Electronic energy ... -13109.06960 eV

---

- Look up the frontier orbital gap of the second one.
  9.40 eV

---

- Number 3 is which compound?
  CH6O2Si